Below is a cluster of 14 separate species, C48H88BrCl2F18N16P3 in total in a non-equilibrium geometry, with properties calculated with ωB97M-V/def2-TZVPD.

Results
- DFT total energy: -9074.05687 Eh

Structure (ORCA input):
```
! RIJCOSX wB97M-V def2-TZVPD def2/J DEFGRID3
* xyz 2 1
C 0.57 3.66 -6.07
C -0.29 2.44 -5.84
N -1.55 2.78 -5.11
C -2.51 3.70 -5.44
C -3.55 3.80 -4.54
N -3.28 2.76 -3.63
C -2.01 2.22 -3.93
C -4.08 2.56 -2.42
H 1.06 4.11 -5.20
H -0.02 4.49 -6.45
H 1.26 3.45 -6.89
H 0.23 1.61 -5.35
H -0.61 1.88 -6.72
H -2.42 4.28 -6.34
H -4.41 4.46 -4.59
H -1.46 1.49 -3.35
H -3.46 1.99 -1.73
H -4.99 2.00 -2.64
H -4.33 3.46 -1.85
C 0.03 -7.71 0.66
C 1.11 -8.01 1.69
N 2.14 -6.94 1.86
C 1.95 -5.81 2.60
C 3.10 -5.00 2.43
N 3.89 -5.59 1.47
C 3.24 -6.77 1.13
C 5.03 -5.09 0.93
H -0.39 -8.67 0.38
H 0.49 -7.14 -0.15
H -0.77 -7.05 1.03
H 1.71 -8.84 1.31
H 0.70 -8.26 2.67
H 1.10 -5.71 3.25
H 3.40 -4.04 2.81
H 3.59 -7.53 0.45
H 5.82 -5.83 0.98
H 5.35 -4.23 1.52
H 4.75 -4.75 -0.07
C 0.66 1.99 3.72
C 1.65 1.75 4.85
N 1.12 2.38 6.06
C 1.90 2.94 7.05
C 1.02 3.30 8.08
N -0.26 3.07 7.69
C -0.22 2.53 6.47
C -1.45 3.26 8.51
H 0.52 3.04 3.47
H -0.34 1.55 3.78
H 1.06 1.53 2.82
H 2.53 2.33 4.55
H 1.88 0.69 4.97
H 2.98 2.89 7.03
H 1.21 3.79 9.02
H -1.08 2.29 5.86
H -2.20 3.90 8.05
H -1.27 3.61 9.53
H -1.97 2.31 8.54
C 1.49 -2.33 -7.40
C 2.11 -1.05 -6.81
N 2.90 -1.40 -5.60
C 4.02 -2.19 -5.58
C 4.46 -2.38 -4.24
N 3.46 -1.76 -3.45
C 2.62 -1.09 -4.28
C 3.43 -1.75 -1.99
H 2.25 -2.91 -7.94
H 0.81 -1.93 -8.15
H 0.96 -2.92 -6.66
H 1.41 -0.26 -6.53
H 2.78 -0.60 -7.53
H 4.53 -2.45 -6.50
H 5.26 -2.94 -3.78
H 1.85 -0.39 -3.99
H 4.40 -1.38 -1.66
H 3.27 -2.74 -1.55
H 2.65 -1.04 -1.70
C -1.35 0.29 0.70
C 0.10 -0.17 0.55
N 0.25 -1.52 -0.13
C 0.98 -2.63 0.27
C 0.94 -3.66 -0.60
N 0.22 -3.11 -1.70
C -0.29 -1.89 -1.35
C -0.21 -3.89 -2.90
H -1.84 0.37 -0.27
H -1.43 1.30 1.11
H -1.87 -0.34 1.42
H 0.54 -0.30 1.54
H 0.61 0.59 -0.03
H 1.51 -2.51 1.20
H 1.49 -4.59 -0.71
H -0.92 -1.26 -1.95
H -1.20 -3.66 -3.29
H -0.17 -4.95 -2.67
H 0.57 -3.74 -3.65
C 3.42 8.53 1.75
C 2.75 7.98 0.53
N 3.02 6.56 0.35
C 3.74 5.98 -0.67
C 3.65 4.62 -0.57
N 2.97 4.34 0.66
C 2.52 5.55 1.12
C 2.64 2.99 1.09
H 3.05 7.99 2.63
H 3.41 9.61 1.84
H 4.49 8.38 1.60
H 3.03 8.56 -0.35
H 1.66 8.02 0.57
H 4.12 6.63 -1.44
H 3.94 3.85 -1.27
H 1.99 5.79 2.03
H 3.01 2.83 2.10
H 2.96 2.29 0.32
H 1.56 2.84 1.09
C 0.51 6.26 -2.21
C -0.75 5.28 -2.32
N -1.55 5.35 -1.13
C -1.41 4.63 0.05
C -2.47 4.80 0.92
N -3.33 5.72 0.27
C -2.74 6.04 -0.98
C -4.62 6.13 0.77
H 0.97 6.36 -3.19
H 1.24 5.95 -1.45
H 0.18 7.26 -1.93
H -0.51 4.26 -2.64
H -1.46 5.39 -3.14
H -0.65 3.89 0.25
H -2.63 4.42 1.92
H -3.12 6.76 -1.69
H -4.50 7.09 1.27
H -4.99 5.38 1.46
H -5.29 6.11 -0.09
C -5.57 -4.37 2.64
C -4.06 -4.33 2.38
N -3.70 -5.02 1.21
C -3.44 -4.52 -0.05
C -3.22 -5.59 -0.90
N -3.22 -6.80 -0.15
C -3.54 -6.37 1.15
C -3.04 -8.13 -0.67
H -5.98 -5.38 2.65
H -6.10 -3.80 1.88
H -5.86 -4.01 3.63
H -3.36 -4.57 3.19
H -3.69 -3.32 2.20
H -3.66 -3.47 -0.20
H -2.88 -5.69 -1.92
H -3.57 -6.94 2.07
H -3.10 -8.87 0.13
H -2.03 -8.11 -1.08
H -3.82 -8.34 -1.41
Cl -1.13 -0.93 -4.82
Cl 3.21 -6.00 -2.27
P 3.77 -0.97 2.24
F 2.53 -1.54 3.17
F 3.68 -2.23 1.26
F 2.80 -0.14 1.11
F 5.05 -0.49 1.40
F 3.93 0.31 3.17
F 4.82 -1.83 3.26
P -5.05 -0.95 -1.47
F -4.21 -1.39 -0.12
F -5.49 0.42 -0.70
F -3.65 -0.29 -2.06
F -5.64 -0.42 -2.91
F -4.50 -2.33 -2.15
F -6.43 -1.78 -1.09
P -1.86 -1.23 5.27
F -0.34 -0.71 5.56
F -1.69 -2.55 6.28
F -2.34 -0.41 6.66
F -3.36 -1.69 4.87
F -2.01 0.12 4.35
F -1.38 -2.07 3.93
Br 1.56 2.21 -2.35
*
```